*i*
DFT (ωB97M-V/def2-TZVPD) results for one molecule with the formula C14H31O3P.

```
49
Properties=species:S:1:pos:R:3
C 1.62668 3.56284 -2.01403
C 1.43328 3.24505 -0.53580
C -0.02271 2.97065 -0.16497
C -0.55407 1.66053 -0.73753
O -1.85534 1.45568 -0.21348
C -2.47159 0.29000 -0.64397
P -2.01769 -1.36490 0.09581
O -3.09054 -2.31920 -0.22651
C -1.75601 -1.15675 1.90130
C -0.67453 -0.16737 2.31092
C -0.46495 -0.15839 3.82371
C 0.59976 0.85253 4.23206
C -0.44892 -2.05136 -0.61722
O 0.71489 -1.30356 -0.42312
C 1.88189 -2.00860 -0.81009
C 3.07638 -1.06328 -0.74370
C 3.08032 -0.03350 -1.87473
C 3.50540 -0.62183 -3.21494
H 2.66765 3.80634 -2.21427
H 1.35272 2.71597 -2.63718
H 1.01445 4.41432 -2.30249
H 2.04107 2.37971 -0.26422
H 1.78377 4.09494 0.05392
H -0.65732 3.78924 -0.50892
H -0.11349 2.91757 0.92147
H 0.09936 0.82605 -0.45432
H -0.61136 1.70461 -1.83557
H -2.40927 0.16105 -1.73869
H -3.53307 0.37239 -0.37973
H -2.73281 -0.86475 2.30052
H -1.54027 -2.16362 2.27658
H 0.26218 -0.42712 1.81526
H -0.96440 0.83110 1.98298
H -0.16672 -1.15548 4.15741
H -1.40761 0.08711 4.31865
H 0.74158 0.84681 5.31023
H 1.55081 0.61697 3.75916
H 0.30755 1.85585 3.92991
H -0.37040 -3.04733 -0.14729
H -0.65385 -2.21903 -1.68940
H 1.75469 -2.40560 -1.82671
H 2.03107 -2.86285 -0.13123
H 3.03725 -0.54824 0.21784
H 3.99332 -1.65402 -0.77795
H 3.76817 0.77307 -1.61299
H 2.08102 0.39451 -1.96078
H 3.51735 0.15297 -3.97795
H 4.50387 -1.04848 -3.14493
H 2.82238 -1.40320 -3.53894
```

The LUMO energy comes out at 0.77 eV. Its SMILES is CCCCOCP(=O)(CCCC)COCCCC. Its HOMO energy is -9.27 eV. The total charge is 0.

Charges per atom according to Mulliken partitioning, unit e: -1.257 -0.155 -0.753 0.022 -0.447 -0.597 1.055 -0.847 -1.024 0.393 -0.546 -1.275 -0.936 -0.154 -0.745 -0.677 0.276 -1.443 0.356 0.254 0.400 0.094 0.361 0.336 0.092 -0.030 0.615 0.349 0.344 0.372 0.371 -0.029 0.079 0.386 0.346 0.411 0.292 0.298 0.361 0.412 0.358 0.374 0.263 0.457 0.414 -0.278 0.413 0.335 0.304

*ii*
DFT (ωB97M-V/def2-TZVPD) results for one molecule with the formula C14H31O3P.

```
49
Properties=species:S:1:pos:R:3
C -5.16720 -1.96101 -0.09792
C -3.72971 -1.98262 0.54902
C -2.55014 -2.03927 -0.43745
C -1.31963 -2.13994 0.31173
O -0.21966 -2.51792 -0.63256
C 0.03373 -1.38062 -1.28571
P 0.50918 0.22736 -0.34111
O 1.04896 0.23082 0.92068
C -0.91874 1.47382 -0.52964
C -0.65621 2.72373 0.00335
C -1.91188 3.79172 0.23578
C -2.99917 3.30286 0.92814
C 1.90873 1.06395 -1.48862
O 2.81325 -0.02581 -1.96470
C 3.46421 -0.67880 -0.90381
C 4.36341 0.47348 0.06482
C 5.32342 -0.53418 0.70726
C 4.58656 -1.47718 2.09786
H -5.36796 -2.90461 -0.86142
H -6.11091 -1.88462 0.64620
H -5.22468 -1.29698 -0.83679
H -3.74523 -1.22473 1.00105
H -3.85015 -2.70630 1.30903
H -2.80096 -1.12189 -1.12614
H -2.89939 -2.97898 -1.05276
H -1.40534 -2.89231 0.97696
H -1.21670 -1.20113 0.86164
H -0.79587 -1.20023 -1.89653
H 0.95085 -1.60224 -2.01466
H -1.06331 1.71612 -1.75761
H -1.79509 0.90775 -0.34501
H -0.42545 2.44987 1.23781
H 0.28985 3.17847 -0.28976
H -2.08200 3.70360 -0.95533
H -1.42821 4.80694 0.47824
H -2.75925 2.98226 2.06008
H -3.76412 4.12664 0.68099
H -3.34722 2.33072 0.39790
H 1.55905 1.28315 -2.37956
H 2.35881 1.94050 -1.04256
H 4.30708 -1.37142 -1.45526
H 2.84590 -1.29318 -0.28401
H 4.83023 0.84986 -0.55094
H 3.54334 0.87989 0.61755
H 5.76504 0.22925 1.69994
H 5.87262 -1.14507 0.25768
H 5.28463 -1.89971 2.53595
H 3.71973 -0.83792 2.50413
H 4.17562 -2.37407 1.44607
```

The LUMO energy comes out at 0.71 eV. Its SMILES is CCCCOCP(=O)(CCCC)COCCCC. Its HOMO energy is -8.46 eV. The total charge is 0.

Charges per atom according to Mulliken partitioning, unit e: -1.304 -1.370 0.064 -0.814 -0.459 -0.545 0.598 -0.763 -0.347 -0.469 -0.414 -0.769 -1.069 -0.495 -0.373 -0.958 -1.048 -1.141 0.263 0.294 0.437 0.883 0.473 0.127 0.264 0.686 0.281 0.648 0.421 0.259 0.034 0.135 0.372 0.201 0.302 0.253 0.313 0.149 0.671 0.452 0.271 0.307 0.724 0.406 0.222 0.752 0.620 0.247 0.209

Which of them is least stable? Easy: *ii*.

*i*
DFT (ωB97M-V/def2-TZVPD) results for an isolated ion of composition C3H3N2O and charge +1.

```
9
Properties=species:S:1:pos:R:3
C -0.84553 -0.93412 0.14321
C 1.26408 0.11556 -0.15251
C -1.84733 0.04075 -0.10418
N 0.45645 -0.94281 0.25730
N 1.13281 1.23439 0.36008
O -2.81790 0.58923 -0.18927
H -1.19923 -1.89300 0.24186
H 2.12065 -0.31947 -0.89380
H 1.73600 2.10947 0.33731
```

The LUMO energy comes out at -7.75 eV. Its HOMO energy is -15.15 eV. The total charge is +1.

Charges per atom according to Mulliken partitioning, unit e: -0.114 0.154 0.560 -0.218 -0.504 0.032 0.458 0.330 0.301

*ii*
DFT (ωB97M-V/def2-TZVPD) results for an isolated ion of composition C3H3N2O and charge +1.

```
9
Properties=species:S:1:pos:R:3
C -2.32739 -0.60442 0.04251
C -1.41885 1.65726 -0.04120
C -0.91865 -0.65600 0.35603
N -1.97105 2.62383 0.14010
N -0.61647 0.67457 -0.16692
O -3.36638 -0.73676 -0.34044
H -0.84590 -1.00476 1.44037
H -0.30723 -1.39011 -0.36475
H 0.38901 0.69757 -0.34605
```

The LUMO energy comes out at -6.86 eV. Its HOMO energy is -15.42 eV. The total charge is +1.

Charges per atom according to Mulliken partitioning, unit e: 0.381 0.276 -0.144 -0.267 -0.235 0.049 0.297 0.369 0.274

*iii*
DFT (ωB97M-V/def2-TZVPD) results for a 2-piece molecular cluster, C3H3N2O overall.

```
9
Properties=species:S:1:pos:R:3
C 0.90458 -1.37235 -4.04913
C -0.05383 0.46843 -0.39298
C -1.50514 1.46103 1.36165
N 1.59138 -2.34358 -4.34471
N -0.81907 0.96603 0.38171
O 0.20819 -0.52782 -3.65785
H -1.61300 0.90791 2.23020
H -1.57074 2.48892 1.49460
H 2.38577 -2.63923 -4.83596
```

The LUMO energy comes out at -9.52 eV. Its HOMO energy is -13.43 eV. The total charge is +1.

Charges per atom according to Mulliken partitioning, unit e: 0.555 0.228 -0.014 -0.401 0.131 -0.429 0.325 0.323 0.280

Which of them is least stable? Easy: *iii*.

*i*
DFT (ωB97M-V/def2-TZVPD) results for one molecule with the formula C9H11NO3.

```
24
Properties=species:S:1:pos:R:3
O -1.60205 1.90723 -0.05558
N -0.53288 1.60432 0.45670
O 0.10433 2.32089 1.20952
C 0.00005 0.32300 -0.06527
C 1.36597 0.64472 -0.67725
C 2.53546 0.83688 0.24122
C 2.33381 -0.46949 -0.47797
C -0.04972 -0.63270 1.14692
C -1.17954 -1.22387 1.58577
C -2.40689 -1.22009 0.77056
C -2.22988 -0.79182 -0.48868
C -0.93613 -0.29642 -1.09655
O -1.12860 0.40687 -2.34533
H 1.17727 1.05204 -1.58769
H 2.37993 1.08682 1.32329
H 3.24859 1.56631 -0.01279
H 3.14634 -0.78723 -1.08266
H 2.06194 -1.41193 0.13227
H 0.93509 -0.68144 1.73225
H -1.26991 -1.78590 2.40197
H -3.22748 -1.56817 1.29402
H -3.01637 -0.88218 -1.11291
H -0.55795 -1.31760 -1.23421
H -1.15137 1.31978 -2.05762
```

The LUMO energy comes out at 0.09 eV. Its SMILES is O=[N+]([O-])[C@@]1(C2CC2)C=CC=C[C@H]1O. Its HOMO energy is -8.94 eV. The total charge is 0.

Charges per atom according to Mulliken partitioning, unit e: -0.634 1.274 -0.667 0.754 -0.681 -0.658 -0.677 -1.082 -0.559 -0.578 -0.805 0.196 -0.591 0.733 0.180 0.328 0.377 0.180 0.243 0.617 0.513 0.586 0.461 0.488

*ii*
DFT (ωB97M-V/def2-TZVPD) results for one molecule with the formula C9H11NO3.

```
24
Properties=species:S:1:pos:R:3
N 1.52619 1.02185 1.14158
C 1.76526 -0.05429 0.09793
C 0.91011 0.24673 -1.14427
C -0.61529 -0.11743 -0.74570
C -1.10432 -1.18722 -0.18912
C -2.45202 -1.13213 0.42248
C -3.27230 -0.11835 0.10731
O -4.58120 -0.15455 0.69969
C -2.86959 0.99929 -0.59539
C -1.50215 1.11894 -0.80495
C 3.33972 -0.40008 0.09956
O 4.09037 -1.03569 -0.67694
O 3.88913 0.50379 0.81765
H 1.35506 2.02379 0.80647
H 0.97230 0.68101 2.16284
H 1.21962 -0.96567 0.57305
H 1.39060 -0.72725 -1.71329
H 1.07899 1.32359 -1.54975
H -0.57786 -2.12879 -0.12610
H -2.81495 -1.92127 1.13589
H -4.69065 -0.99073 1.22603
H -3.49868 1.88726 -0.77791
H -0.97668 2.00935 -1.41190
H 3.47605 1.01463 1.47320
```

The LUMO energy comes out at 0.39 eV. Its SMILES is N[C@@H](Cc1ccc(O)cc1)C(=O)O. Its HOMO energy is -8.98 eV. The total charge is 0.

Charges per atom according to Mulliken partitioning, unit e: -0.698 0.201 -0.555 0.166 -0.253 -0.711 1.217 -0.552 -0.685 -0.491 0.325 -0.624 -0.474 0.207 0.255 0.178 0.238 0.371 0.508 0.151 0.299 0.358 0.126 0.441

Which of them is least stable? Easy: *i*.